[1]
The following is a quantum chemistry calculation of a molecular structure, C44H32BF6NO7P2RuS3, from the OMol25 dataset.

Structure (XYZ):
```
97
Properties=species:S:1:pos:R:3:forces:R:3
Ru -0.690676 -0.312187 -0.757145 1.0108 2.0451 -0.3939
O 3.722207 0.459956 -0.378231 0.4192 0.1349 0.0890
S 2.288184 0.674143 -0.619222 0.3701 -0.3200 -0.2638
C 1.376592 -1.086873 -0.501472 -1.5517 0.7797 -0.0443
C 2.177342 -1.919693 -1.333370 -0.1557 -0.1625 -0.1104
C 3.245925 -2.598859 -0.801187 -0.0460 0.1739 -0.0953
C 3.654746 -2.343487 0.532345 0.1267 -0.0548 0.0272
C 2.849995 -1.672911 1.408138 -0.1134 -0.1011 0.1161
C 1.459876 -1.347894 0.994232 0.1778 0.3008 -0.0778
P 0.496682 0.141066 1.694346 -0.9908 -1.6340 -0.0283
C -0.965332 -0.551715 2.579906 0.1029 0.0262 0.1519
C -1.732574 -1.575531 2.011343 0.0829 0.0305 0.1712
C -2.856692 -2.059515 2.658142 0.0005 0.0124 -0.1012
C -3.261066 -1.496022 3.859226 -0.0551 0.0340 0.0739
C -2.535307 -0.454353 4.410614 -0.0613 -0.0318 0.0808
C -1.390197 0.012894 3.780236 0.0025 0.0708 -0.1970
C 1.580182 0.723554 3.043734 -0.0326 0.4073 -0.3862
C 1.697399 -0.008975 4.226521 0.0267 -0.0298 -0.0887
C 2.601772 0.395608 5.194485 0.0074 -0.0730 0.0201
C 3.384912 1.526045 4.995138 -0.0193 0.0101 -0.0593
C 3.276433 2.244674 3.814929 0.0820 0.0364 -0.0055
C 2.380660 1.842526 2.834494 0.0256 -0.0748 -0.0501
C 2.097395 1.006749 -2.363643 -0.2482 0.0867 0.0018
C 3.095216 0.689592 -3.266444 0.1395 -0.0651 0.1768
C 2.899315 0.975986 -4.609116 -0.0888 0.0421 0.0094
C 1.718819 1.581180 -5.017196 0.0333 0.0126 -0.1091
C 0.735303 1.926019 -4.099246 0.0337 -0.0028 0.1616
C 0.923677 1.654634 -2.749154 0.0446 0.1060 -0.0844
P -0.300520 2.017917 -1.437754 0.7295 -0.8619 -0.0054
C 0.579113 3.204249 -0.365757 -0.2449 -0.0464 0.1935
C 1.686130 3.939878 -0.781191 -0.0329 -0.0620 -0.0155
C 2.236151 4.895071 0.061298 0.0337 0.0434 0.0351
C 1.684428 5.124618 1.313769 0.0014 0.0123 0.0089
C 0.580321 4.394445 1.732506 -0.0876 0.0630 -0.0159
C 0.029974 3.436893 0.895913 -0.0482 0.0625 -0.1287
C -1.536921 3.078927 -2.232280 -0.3476 -0.4058 0.2241
C -1.148693 4.266974 -2.848067 0.0159 -0.0352 0.0784
C -2.090814 5.020909 -3.527012 0.0398 0.0435 -0.0284
C -3.415359 4.606622 -3.576278 -0.0296 0.0084 -0.0002
C -3.811995 3.451564 -2.920555 -0.0289 0.0131 0.0363
C -2.872284 2.685895 -2.249694 0.1011 0.0128 0.0207
H 2.017389 -1.901425 -2.403899 -0.0027 -0.1182 0.0315
H 3.859998 -3.218493 -1.440982 0.0312 -0.0058 0.0232
H 4.639626 -2.665109 0.844215 -0.0207 -0.0009 0.0430
H 3.168231 -1.477252 2.424701 0.0020 -0.0530 0.0332
H -1.423695 -2.062949 1.088291 -0.1482 0.0789 -0.0363
H -3.419034 -2.880060 2.233555 0.0202 -0.0148 -0.0818
H -4.144396 -1.870167 4.358946 0.0055 0.0024 0.0194
H -2.849989 -0.016476 5.348810 0.0047 0.0436 -0.0190
H -0.829242 0.825550 4.222837 -0.0074 -0.0193 0.0562
H 1.097027 -0.895383 4.376083 -0.0252 -0.0517 0.0412
H 2.706930 -0.183331 6.102800 -0.0377 0.0238 0.0105
H 4.087900 1.837778 5.755983 -0.0014 -0.0016 0.0037
H 3.900385 3.112863 3.647975 -0.0153 0.0107 -0.0009
H 2.311609 2.390653 1.903023 0.0401 -0.0003 0.0512
H 4.010854 0.236390 -2.905618 -0.0075 -0.0146 -0.0247
H 3.660500 0.721037 -5.333583 0.0089 0.0146 0.0001
H 1.558803 1.792109 -6.066374 -0.0095 -0.0132 0.0002
H -0.184619 2.386801 -4.432191 0.0072 0.0144 -0.0429
H 2.123424 3.769502 -1.757616 0.0052 0.0103 -0.0064
H 3.092847 5.469407 -0.265701 0.0106 -0.0176 -0.0033
H 2.113931 5.875258 1.964033 0.0007 0.0027 -0.0015
H 0.149280 4.574178 2.708795 -0.0058 -0.0111 -0.0026
H -0.841138 2.869663 1.207471 -0.0123 0.0454 0.0665
H -0.119006 4.598451 -2.799494 0.0076 0.0112 -0.0495
H -1.789182 5.933238 -4.024056 -0.0017 0.0030 0.0062
H -4.141058 5.190483 -4.126526 -0.0047 0.0216 0.0271
H -4.848517 3.142519 -2.934857 0.0039 -0.0111 -0.0251
H -3.162738 1.774578 -1.746147 -0.0644 0.0782 -0.0882
F 0.108236 -1.973134 -3.643919 -0.0903 -0.0506 -0.0684
C -0.677732 -1.673050 -4.686922 0.1113 0.0883 -0.0408
F -1.139151 -2.793278 -5.216040 -0.0462 0.0368 0.0531
F 0.069378 -1.039767 -5.585966 -0.1268 0.0543 0.0221
S -2.079268 -0.557878 -4.134899 0.3675 0.0376 0.0265
O -1.517279 0.168194 -2.995763 0.1899 -0.3872 0.1608
O -2.412842 0.227319 -5.268165 -0.1855 -0.0599 -0.1317
N -3.235936 -1.525428 -3.707717 0.1849 -0.2224 -0.1723
S -3.193696 -2.216790 -2.302087 -0.4249 0.3301 0.5725
O -3.913319 -3.435976 -2.259982 -0.1324 -0.0559 -0.1846
O -1.884001 -2.195326 -1.667198 0.3624 -0.2356 0.4215
C -4.179228 -1.012569 -1.240474 0.1310 -0.1687 0.0086
F -4.874960 -1.665529 -0.327329 0.1171 0.0609 0.0142
F -3.300931 -0.186818 -0.586274 0.0453 -0.0036 0.0868
F -4.984679 -0.234812 -1.940410 0.0221 -0.0921 -0.0546
O 0.365833 -3.727825 0.666707 -0.0549 -0.0186 -0.4250
B 0.785427 -2.716757 1.487656 0.0554 0.0741 0.0303
O 0.631017 -3.023918 2.821086 0.3187 0.0040 0.1762
C 0.043248 -4.274446 2.829972 -0.0324 -0.1858 -0.2759
C -0.349554 -5.035006 3.907074 0.0406 0.1649 -0.0135
C -0.939575 -6.259303 3.610879 -0.0484 -0.0200 0.0130
C -1.122556 -6.681292 2.297966 -0.0331 -0.0744 0.0416
C -0.717993 -5.906566 1.215777 0.0452 0.1375 -0.1583
C -0.124564 -4.702054 1.517430 -0.0637 -0.0102 0.4957
H -0.212453 -4.689315 4.922235 -0.0026 -0.0131 0.0010
H -1.275071 -6.891154 4.421776 0.0165 -0.0134 -0.0060
H -1.594415 -7.636701 2.114043 0.0010 0.0049 -0.0157
H -0.870374 -6.221206 0.192773 0.0236 -0.0170 0.0040
```
Positions in Å, forces in eV/Å.

The spin multiplicity is 2. Its net charge is +1. As for the expectation value of S²: 1.009. The calculation puts the LUMO energy (spin up / spin down) at -3.7908 / -5.4689 eV. The energy relative to the best compared isomer or geometry (same formula, charge and spin) is 737.26 kJ/mol. The orbital gap (spin up / spin down) comes out at 7.0 / 5.8 eV. The total energy comes out at -132608.474 eV.

In elementary charge units, the Mulliken charges are: number 1, Ru, carries 1.48; number 2, O, carries -0.78; number 3, S, carries 1.09; number 4, C, carries 0.70; number 5, C, carries -0.79; number 6, C, carries -1.01; number 7, C, carries -1.03; number 8, C, carries -1.04; number 9, C, carries 0.66; number 10, P, carries 2.53; number 11, C, carries 0.88; number 12, C, carries -0.08; number 13, C, carries -1.14; number 14, C, carries -0.98; number 15, C, carries -0.87; number 16, C, carries -0.87; number 17, C, carries 0.17; number 18, C, carries -0.44; number 19, C, carries -0.82; number 20, C, carries -0.80; number 21, C, carries -0.95; number 22, C, carries -0.25; number 23, C, carries -0.01; number 24, C, carries -0.56; number 25, C, carries -0.92; number 26, C, carries -0.72; number 27, C, carries -0.98; number 28, C, carries 0.61; number 29, P, carries 1.05; number 30, C, carries 1.39; number 31, C, carries -0.18; number 32, C, carries -0.87; number 33, C, carries -0.68; number 34, C, carries -0.67; number 35, C, carries -0.78; number 36, C, carries 0.79; number 37, C, carries -0.49; number 38, C, carries -0.73; number 39, C, carries -0.68; number 40, C, carries -0.64; number 41, C, carries -0.44; number 42, H, carries 0.49; number 43, H, carries 0.56; number 44, H, carries 0.60; number 45, H, carries 0.53; number 46, H, carries -0.24; number 47, H, carries 0.64; number 48, H, carries 0.46; number 49, H, carries 0.49; number 50, H, carries 0.56; number 51, H, carries 0.51; number 52, H, carries 0.47; number 53, H, carries 0.42; number 54, H, carries 0.49; number 55, H, carries 0.38; number 56, H, carries 0.60; number 57, H, carries 0.44; number 58, H, carries 0.46; number 59, H, carries 0.41; number 60, H, carries 0.45; number 61, H, carries 0.45; number 62, H, carries 0.48; number 63, H, carries 0.46; number 64, H, carries 0.32; number 65, H, carries 0.45; number 66, H, carries 0.44; number 67, H, carries 0.41; number 68, H, carries 0.49; number 69, H, carries 0.14; number 70, F, carries -0.23; number 71, C, carries 0.62; number 72, F, carries -0.24; number 73, F, carries -0.21; number 74, S, carries 1.29; number 75, O, carries -0.59; number 76, O, carries -0.68; number 77, N, carries -0.81; number 78, S, carries 1.07; number 79, O, carries -0.65; number 80, O, carries -0.88; number 81, C, carries 0.53; number 82, F, carries -0.23; number 83, F, carries -0.24; number 84, F, carries -0.24; number 85, O, carries -0.78; number 86, B, carries 1.45; number 87, O, carries -0.50; number 88, C, carries 0.32; number 89, C, carries -1.05; number 90, C, carries -0.62; number 91, C, carries -0.60; number 92, C, carries -1.11; number 93, C, carries 0.92; number 94, H, carries 0.53; number 95, H, carries 0.43; number 96, H, carries 0.43; number 97, H, carries 0.55


[2]
The following is a quantum chemistry calculation of a single C2H5FN2 molecule, from the OMol25 dataset.

Structure (XYZ):
```
10
Properties=species:S:1:pos:R:3:forces:R:3
C 0.104803 0.593222 -0.041023 2.5634 0.7591 0.4597
C -1.377454 0.513511 0.130920 -0.8007 0.8653 -1.7797
H 2.453689 0.550813 -0.692977 0.2384 0.9589 -0.7501
H 2.881537 -0.937718 -0.089980 -1.0610 0.1272 0.3156
H 0.585742 1.584204 -0.365994 -1.1533 -1.0293 0.0490
H -1.830564 1.208209 -0.636047 0.5554 -0.5364 0.5510
H -1.829188 0.854364 1.050656 0.4115 -0.1159 0.7465
N 2.242053 -0.144242 -0.023293 1.2039 -0.1483 0.4617
N 0.958628 -0.325272 0.254677 -2.1447 -0.6012 -0.2604
F -1.892230 -0.734853 -0.158304 0.1872 -0.2795 0.2066
```
Positions in Å, forces in eV/Å.

The spin multiplicity is 1. Its net charge is 0. The calculation puts the LUMO energy at 1.1165 eV. The energy relative to the best compared isomer or geometry (same formula, charge and spin) is 140.79 kJ/mol. The orbital gap comes out at 10.0 eV. The total energy comes out at -7850.897 eV.

In elementary charge units, the natural (NBO) charges are: number 1, C, carries -0.06; number 2, C, carries 0.02; number 3, H, carries 0.34; number 4, H, carries 0.38; number 5, H, carries 0.14; number 6, H, carries 0.16; number 7, H, carries 0.18; number 8, N, carries -0.62; number 9, N, carries -0.18; number 10, F, carries -0.35